(1)
{"formula": "C24H27N2O", "method": "ωB97M-V/def2-TZVPD", "symbols": ["O", "C", "C", "C", "C", "C", "C", "C", "N", "C", "C", "N", "C", "C", "C", "C", "C", "C", "C", "C", "C", "C", "C", "C", "C", "C", "C", "H", "H", "H", "H", "H", "H", "H", "H", "H", "H", "H", "H", "H", "H", "H", "H", "H", "H", "H", "H", "H", "H", "H", "H", "H", "H", "H"], "coordinates": [[-5.234, -0.922, 0.928], [-4.701, -0.144, -0.053], [-5.304, 1.043, -0.455], [-4.723, 1.827, -1.433], [-3.534, 1.434, -2.024], [-2.940, 0.248, -1.634], [-3.508, -0.554, -0.654], [-2.835, -1.834, -0.235], [-1.540, -1.530, 0.368], [-0.682, -2.687, 0.557], [0.710, -2.172, 0.988], [0.675, -0.698, 0.909], [2.002, -0.024, 0.919], [1.873, 1.462, 0.652], [0.903, 1.997, -0.189], [0.872, 3.358, -0.441], [1.812, 4.197, 0.131], [2.785, 3.671, 0.964], [2.813, 2.313, 1.224], [2.924, -0.639, -0.114], [4.135, -1.193, 0.281], [4.998, -1.730, -0.659], [4.655, -1.723, -2.000], [3.449, -1.171, -2.400], [2.588, -0.627, -1.464], [-0.264, -0.194, 1.931], [-1.649, -0.798, 1.620], [-6.089, -0.568, 1.200], [-6.235, 1.348, 0.004], [-5.203, 2.745, -1.736], [-3.082, 2.042, -2.792], [-2.025, -0.081, -2.106], [-3.485, -2.389, 0.452], [-2.647, -2.452, -1.116], [-1.080, -3.385, 1.308], [-0.613, -3.220, -0.393], [1.491, -2.547, 0.326], [0.954, -2.463, 2.011], [0.201, -0.505, 0.010], [2.433, -0.176, 1.916], [0.149, 1.377, -0.658], [0.110, 3.760, -1.091], [1.787, 5.256, -0.073], [3.522, 4.316, 1.413], [3.576, 1.906, 1.871], [4.409, -1.200, 1.326], [5.938, -2.153, -0.341], [5.327, -2.141, -2.732], [3.181, -1.157, -3.445], [1.663, -0.179, -1.796], [-0.285, 0.895, 1.880], [0.098, -0.488, 2.917], [-1.988, -1.446, 2.442], [-2.389, -0.008, 1.489]], "relative_energy_ev": 0.108, "homo_energy_ev": -11.2, "charge": 1, "smiles": "Oc1ccccc1CN1CC[NH+](C(c2ccccc2)c2ccccc2)CC1"}

=====

(2)
{"formula": "C24H27N2O2", "method": "ωB97M-V/def2-TZVPD", "symbols": ["C", "O", "C", "C", "C", "C", "C", "N", "C", "C", "O", "N", "C", "C", "C", "C", "C", "C", "C", "C", "C", "C", "C", "C", "C", "C", "C", "C", "H", "H", "H", "H", "H", "H", "H", "H", "H", "H", "H", "H", "H", "H", "H", "H", "H", "H", "H", "H", "H", "H", "H", "H", "H", "H", "H"], "coordinates": [[-6.740, 2.095, 1.673], [-6.563, 0.913, 0.923], [-5.349, 0.624, 0.423], [-4.209, 1.413, 0.568], [-3.007, 1.014, 0.010], [-2.911, -0.168, -0.711], [-1.616, -0.667, -1.307], [-0.774, 0.485, -1.770], [0.563, 0.139, -2.270], [1.517, 0.630, -1.144], [1.006, 1.330, -0.281], [2.779, 0.252, -1.224], [3.785, 0.567, -0.255], [4.419, -0.501, 0.383], [4.036, -1.915, 0.063], [5.402, -0.219, 1.318], [5.742, 1.091, 1.608], [5.110, 2.133, 0.959], [4.123, 1.893, 0.009], [3.466, 3.033, -0.703], [-0.816, -1.505, -0.332], [-0.501, -1.024, 0.934], [0.263, -1.788, 1.797], [0.709, -3.041, 1.411], [0.383, -3.534, 0.158], [-0.372, -2.767, -0.711], [-4.053, -0.955, -0.856], [-5.250, -0.570, -0.300], [-7.787, 2.099, 1.969], [-6.532, 2.985, 1.072], [-6.112, 2.099, 2.568], [-4.244, 2.340, 1.117], [-2.151, 1.659, 0.158], [-1.846, -1.276, -2.189], [-0.488, 1.072, -0.904], [-1.319, 1.066, -2.408], [0.790, 0.663, -3.200], [0.662, -0.936, -2.424], [3.051, -0.412, -1.938], [4.545, -2.601, 0.733], [4.319, -2.173, -0.958], [2.961, -2.063, 0.171], [5.901, -1.031, 1.823], [6.507, 1.298, 2.340], [5.385, 3.152, 1.180], [3.345, 2.818, -1.764], [2.480, 3.219, -0.279], [4.059, 3.936, -0.596], [-0.856, -0.057, 1.255], [0.507, -1.404, 2.775], [1.300, -3.637, 2.088], [0.716, -4.515, -0.144], [-0.630, -3.161, -1.685], [-3.997, -1.882, -1.406], [-6.134, -1.176, -0.409]], "relative_energy_ev": 0.148, "homo_energy_ev": -11.2, "charge": 1, "smiles": "COc1ccc([C@@H]([NH2+]CC(=O)Nc2c(C)cccc2C)c2ccccc2)cc1"}

=====

(3)
{"formula": "C24H27N3O5", "method": "ωB97M-V/def2-TZVPD", "symbols": ["C", "O", "C", "C", "C", "C", "C", "C", "C", "N", "C", "C", "C", "C", "C", "O", "C", "O", "N", "C", "C", "C", "C", "C", "C", "O", "C", "C", "O", "N", "C", "C", "H", "H", "H", "H", "H", "H", "H", "H", "H", "H", "H", "H", "H", "H", "H", "H", "H", "H", "H", "H", "H", "H", "H", "H", "H", "H", "H"], "coordinates": [[4.342, 5.161, -2.045], [4.324, 3.754, -2.089], [3.572, 3.077, -1.186], [2.786, 3.678, -0.194], [2.050, 2.897, 0.667], [2.068, 1.502, 0.580], [1.273, 0.652, 1.401], [1.296, -0.693, 1.267], [0.342, -1.579, 2.029], [-1.023, -1.226, 1.685], [-2.021, -1.162, 2.721], [-2.458, -2.579, 3.163], [-3.780, -2.535, 3.939], [-4.826, -2.606, 2.819], [-4.035, -3.131, 1.604], [-2.716, -3.403, 2.051], [-1.430, -1.104, 0.384], [-2.496, -0.619, 0.068], [-0.506, -1.591, -0.524], [-0.335, -1.139, -1.829], [-0.019, -2.031, -2.842], [0.210, -1.587, -4.133], [0.121, -0.239, -4.417], [-0.169, 0.670, -3.411], [-0.381, 0.241, -2.110], [-0.586, 1.068, -1.043], [-0.802, 2.432, -1.290], [2.176, -1.328, 0.291], [2.276, -2.534, 0.123], [2.908, -0.461, -0.485], [2.873, 0.903, -0.411], [3.610, 1.692, -1.285], [4.735, 5.528, -1.091], [3.347, 5.583, -2.217], [5.007, 5.471, -2.849], [2.745, 4.751, -0.098], [1.438, 3.364, 1.424], [0.605, 1.112, 2.116], [0.457, -1.419, 3.104], [0.570, -2.630, 1.812], [-1.639, -0.607, 3.584], [-2.875, -0.630, 2.298], [-1.645, -3.056, 3.721], [-3.853, -3.407, 4.589], [-3.868, -1.636, 4.545], [-5.241, -1.622, 2.605], [-5.646, -3.272, 3.080], [-4.435, -4.066, 1.207], [-4.008, -2.386, 0.799], [-0.027, -2.449, -0.291], [0.049, -3.082, -2.605], [0.451, -2.295, -4.911], [0.288, 0.120, -5.422], [-0.207, 1.722, -3.650], [-1.642, 2.589, -1.974], [0.096, 2.916, -1.691], [-1.043, 2.870, -0.323], [3.477, -0.891, -1.205], [4.220, 1.243, -2.053]], "relative_energy_ev": 2.169, "homo_energy_ev": -7.8, "charge": 0, "smiles": "COc1ccc2cc(CN(C[C@H]3CCCO3)C(=O)Nc3ccccc3OC)c(=O)[nH]c2c1"}

=====

(4)
{"formula": "C24H27N4O2RuS4Se", "method": "ωB97M-V/def2-TZVPD", "symbols": ["Ru", "C", "C", "S", "C", "C", "S", "C", "C", "S", "H", "H", "H", "H", "H", "H", "H", "H", "H", "H", "H", "H", "C", "C", "C", "C", "C", "C", "C", "S", "O", "O", "N", "C", "C", "C", "C", "C", "N", "H", "H", "H", "H", "H", "H", "H", "H", "H", "H", "H", "Se", "N", "C", "C", "C", "C", "C", "C", "N", "H", "H", "H", "H"], "coordinates": [[0.115, 0.114, -0.298], [-4.137, 0.668, -1.273], [-4.068, -0.150, 0.003], [-2.385, -0.500, 0.678], [-2.177, -2.304, 0.459], [-2.078, -2.786, -0.970], [-0.558, -2.175, -1.817], [-1.290, -1.392, -3.298], [-1.997, -0.077, -2.992], [-3.803, -0.307, -2.774], [-3.479, 1.537, -1.246], [-5.163, 1.018, -1.392], [-4.563, -1.112, -0.114], [-4.552, 0.413, 0.803], [-3.008, -2.798, 0.963], [-1.252, -2.515, 1.003], [-2.930, -2.476, -1.575], [-2.010, -3.875, -0.964], [-1.955, -2.110, -3.777], [-0.434, -1.231, -3.953], [-1.869, 0.614, -3.827], [-1.583, 0.389, -2.067], [1.931, 0.009, -7.144], [2.191, 0.040, -5.677], [1.192, 0.460, -4.798], [1.437, 0.541, -3.440], [2.686, 0.201, -2.949], [3.693, -0.230, -3.795], [3.434, -0.321, -5.153], [2.936, 0.390, -1.205], [4.298, 0.507, -0.828], [2.033, 1.500, -0.793], [2.166, -0.903, -0.542], [2.288, -1.102, 0.800], [3.501, -1.201, 1.497], [3.454, -1.382, 2.865], [2.225, -1.504, 3.506], [1.074, -1.416, 2.743], [1.100, -1.204, 1.432], [0.870, 0.106, -7.363], [2.298, -0.912, -7.593], [2.458, 0.833, -7.628], [0.232, 0.750, -5.203], [0.680, 0.904, -2.736], [4.661, -0.478, -3.391], [4.208, -0.665, -5.823], [4.428, -1.120, 0.951], [4.370, -1.430, 3.433], [2.160, -1.656, 4.571], [0.099, -1.524, 3.197], [0.972, 3.400, 0.528], [0.020, 1.981, 1.104], [-0.365, 2.205, 2.368], [-1.092, 1.344, 3.213], [-1.424, 1.772, 4.473], [-1.061, 3.047, 4.945], [-0.316, 3.900, 4.171], [0.054, 3.491, 2.875], [0.747, 4.225, 2.011], [-1.378, 0.367, 2.858], [-1.986, 1.120, 5.123], [-1.378, 3.352, 5.930], [-0.021, 4.880, 4.507]], "relative_energy_ev": 0.625, "s2": 8.76, "homo_energy_ev": [-14.2, -14.2], "charge": 2, "multiplicity": 6}